No. 1
41
Properties=species:S:1:pos:R:3:mulliken_charge:R:1 method="wB97M-V/def2-TZVPD" e_above_lowest_kcal_mol=11.0 smiles="Cc1ccc(C)c(S(=O)(=O)N2CCCN(C)CC2)c1" orbital_gap_ev=8.92 energy_ev=-32784.74332
C 3.6065 0.2114 -3.0204 -1.66
C 3.2582 -0.0730 -1.5922 0.86
C 4.0675 -0.8963 -0.8129 -0.63
C 3.7527 -1.1524 0.5048 -0.61
C 2.6170 -0.6086 1.1091 0.78
C 2.3560 -0.8825 2.5556 -1.76
C 1.8056 0.1916 0.3186 0.06
S 0.2947 1.0198 0.8370 1.41
O 0.5146 2.4343 0.7745 -0.81
O -0.2085 0.4867 2.0794 -0.74
N -0.7058 0.6026 -0.4380 0.27
C -1.6597 1.6145 -0.8329 -1.12
C -2.7955 1.8161 0.1735 -0.21
C -3.8857 0.7401 0.0705 -0.99
N -3.4796 -0.6250 0.3144 0.25
C -3.1740 -0.9312 1.6978 -0.88
C -2.5388 -1.1568 -0.6369 -1.48
C -1.0459 -0.8062 -0.4604 -0.45
C 2.1256 0.4619 -1.0019 -0.42
H 2.9164 0.9317 -3.4505 0.34
H 3.5663 -0.7047 -3.6089 0.33
H 4.6178 0.6080 -3.0927 0.37
H 4.9557 -1.3327 -1.2470 0.42
H 4.3998 -1.7851 1.0952 0.41
H 2.9799 -0.2284 3.1652 0.33
H 2.6112 -1.9120 2.7996 0.43
H 1.3202 -0.6890 2.8107 0.35
H -2.0491 1.3636 -1.8239 0.54
H -1.0800 2.5372 -0.9054 0.49
H -2.3612 1.8215 1.1746 0.22
H -3.2550 2.7911 -0.0005 0.40
H -4.6823 0.9729 0.7827 0.40
H -4.3184 0.7734 -0.9365 0.34
H -2.2811 -0.4279 2.0853 0.32
H -3.0330 -2.0086 1.7866 0.27
H -4.0290 -0.6447 2.3096 0.31
H -2.6004 -2.2511 -0.5881 0.45
H -2.8667 -0.8507 -1.6335 0.39
H -0.4937 -1.2826 -1.2833 0.22
H -0.6855 -1.2365 0.4782 0.57
H 1.4634 1.1075 -1.5570 0.25

---

No. 2
40
Properties=species:S:1:pos:R:3:mulliken_charge:R:1 method="wB97M-V/def2-TZVPD" e_above_lowest_kcal_mol=0.0 smiles=CCN(CC)CCCNc1nc2ccccc2[nH]1 orbital_gap_ev=8.21 energy_ev=-20836.04096
C -1.0133 1.5895 1.6161 -1.22
C -0.1509 2.2628 0.5547 -0.74
N 1.2205 1.7677 0.5457 0.71
C 2.0154 2.1669 1.6953 -0.82
C 2.3499 3.6588 1.8079 -1.23
C 1.8880 1.9886 -0.7296 -1.01
C 1.5527 0.8977 -1.7536 -0.59
C 2.0016 -0.4892 -1.2757 -0.86
N 1.2263 -0.9582 -0.1473 -0.29
C 0.0328 -1.5889 -0.3045 0.20
N -0.9425 -1.5098 0.5629 -0.63
C -1.9178 -2.3636 0.1091 0.51
C -3.1657 -2.6669 0.6349 -0.75
C -3.9508 -3.5735 -0.0521 -0.46
C -3.5189 -4.1710 -1.2334 -0.48
C -2.2789 -3.8801 -1.7765 -0.90
C -1.4922 -2.9758 -1.0925 0.56
N -0.2392 -2.4547 -1.3376 0.01
H -2.0399 1.9317 1.5082 0.43
H -0.9939 0.5080 1.4880 0.25
H -0.6809 1.8377 2.6204 0.32
H -0.5828 2.0367 -0.4226 0.38
H -0.1842 3.3576 0.6796 0.41
H 1.4785 1.8516 2.5916 0.46
H 2.9490 1.5960 1.6550 0.42
H 2.8848 4.0055 0.9264 0.28
H 1.4477 4.2541 1.9231 0.27
H 2.9785 3.8235 2.6791 0.43
H 2.9677 1.9697 -0.5593 0.52
H 1.6347 2.9714 -1.1596 0.29
H 0.4779 0.8732 -1.9421 0.26
H 2.0561 1.1379 -2.6921 0.43
H 1.9321 -1.2060 -2.0977 0.30
H 3.0483 -0.4436 -0.9583 0.39
H 1.1699 -0.2329 0.5694 0.40
H -3.5017 -2.2051 1.5494 0.43
H -4.9268 -3.8288 0.3348 0.37
H -4.1642 -4.8758 -1.7369 0.37
H -1.9431 -4.3427 -2.6935 0.38
H 0.3753 -2.7202 -2.0864 0.19

---

No. 3
42
Properties=species:S:1:pos:R:3:mulliken_charge:R:1 method="wB97M-V/def2-TZVPD" e_above_lowest_kcal_mol=48.9 total_charge=+1 orbital_gap_ev=8.65 energy_ev=-35381.20097
O -1.9461 0.0724 -0.5939 -0.51
O -1.4376 2.2319 -0.7872 -0.38
O 1.8922 2.7756 2.2086 -0.39
O 1.0761 2.8784 0.1604 -0.38
S -3.6069 -4.0192 1.3045 -0.05
C -1.3641 0.9886 -1.1508 0.35
C -2.2612 -4.9491 1.7581 -0.28
C -1.1089 -4.4199 1.2424 -0.33
C -2.4881 -2.8223 0.5881 -0.09
N -1.2922 -3.1942 0.6783 0.32
C 3.2243 4.0045 0.5819 -1.55
C -1.2069 2.4565 0.6478 -0.87
C 0.6274 2.1906 2.4148 -0.35
C 1.8213 3.6679 1.1313 0.48
C -0.5762 0.5028 -2.3073 -0.50
C -0.1946 -2.4883 -0.0873 -0.77
C 0.7492 -0.2275 -1.8369 -0.29
C -0.3206 -2.4990 -1.6195 -0.23
C 0.7610 -1.6560 -2.2996 -1.15
C 0.2820 2.0169 0.9649 0.82
H -2.1913 -5.6952 2.5194 0.44
H -0.2665 -4.9513 1.3272 0.45
H -2.7949 -2.0100 -0.0251 0.48
H 3.1287 4.3063 -0.4651 0.37
H 3.7602 4.6985 1.2518 0.34
H 3.7821 3.1578 0.4211 0.44
H -1.2878 3.5470 0.8174 0.40
H -1.9045 1.9239 1.2430 0.36
H -0.1611 2.9181 2.9078 0.26
H 0.7458 1.3097 3.0383 0.34
H 1.3281 4.6675 1.2039 0.24
H -1.2073 -0.1641 -2.9810 0.45
H -0.2685 1.4290 -2.8918 0.33
H -0.1472 -1.4404 0.1964 0.19
H 0.7840 -2.8330 0.1460 0.39
H 1.6784 0.2280 -2.2413 0.43
H 1.0274 -0.1550 -0.7940 0.18
H -0.1566 -3.5298 -1.9811 0.35
H -1.2348 -2.0670 -1.9179 0.33
H 0.5178 -1.6330 -3.4186 0.31
H 1.7499 -2.1372 -2.1933 0.42
H 0.4880 0.9198 0.8382 -0.36

---

No. 4
50
Properties=species:S:1:pos:R:3:mulliken_charge:R:1 method="wB97M-V/def2-TZVPD" e_above_lowest_kcal_mol=40.4 total_charge=+1 orbital_gap_ev=5.42 energy_ev=-39356.25280
Rb -0.5926 -5.0391 2.4842 0.98
Rb 0.2067 0.3855 5.3477 0.99
Rb -3.4146 2.0632 2.9577 0.98
O -0.9501 0.6682 2.6375 -0.92
C -0.0568 0.2350 1.6655 0.84
C 0.6741 -1.1572 1.7017 -0.35
O -0.0235 -2.2782 2.1627 -0.80
H 0.7759 0.9707 1.6405 0.04
H -0.4890 0.4516 0.6732 -0.90
H 1.6405 -1.1401 2.2392 0.03
H 0.9750 -1.4040 0.6690 0.14
C 3.4631 1.2501 0.0440 -1.12
C 4.9825 0.9373 0.1634 0.31
C 5.2465 -0.1865 1.1722 -0.21
O 5.6132 -1.3206 0.3961 -0.36
C 5.9207 -0.9171 -0.8610 0.64
O 6.4739 -1.5386 -1.6946 -0.50
O 5.5488 0.3820 -1.0037 -0.41
H 3.4767 1.9506 -0.7929 0.36
H 3.1837 1.8018 0.9419 0.35
H 2.8138 0.3874 -0.0731 0.18
H 5.5881 1.8056 0.4194 0.37
H 4.3305 -0.5364 1.6515 0.09
H 6.0491 0.1054 1.8516 0.28
C -4.4841 -1.5783 1.6515 -1.46
C -3.7445 -1.4779 0.3420 1.17
C -3.3257 -2.7720 -0.3215 -0.35
O -3.3021 -2.3926 -1.6843 -0.35
C -4.1814 -1.3574 -1.8770 0.65
O -4.4793 -0.8859 -2.9126 -0.49
O -4.6325 -0.9879 -0.6534 -0.39
H -3.9240 -2.1926 2.3617 0.31
H -5.3796 -2.1964 1.5334 0.42
H -4.7627 -0.6260 2.0902 0.20
H -2.8974 -0.8026 0.5060 -0.28
H -3.9559 -3.6410 -0.1173 0.29
H -2.3445 -3.0428 0.0783 0.23
C 0.2980 0.7151 -2.3257 -1.01
C -1.0297 1.4812 -2.2857 0.76
C -1.0918 2.4874 -1.0754 -0.02
O -1.5650 3.6882 -1.6145 -0.42
C -1.6514 3.6330 -2.9425 0.54
O -2.0763 4.4658 -3.6699 -0.51
O -1.0908 2.4503 -3.3418 -0.42
H 0.4695 0.4160 -1.2846 -0.02
H 1.1704 1.3114 -2.5843 0.37
H 0.2644 -0.2178 -2.8826 0.39
H -1.9026 0.8318 -2.3621 0.05
H -0.0549 2.6151 -0.7546 0.27
H -1.7622 2.1994 -0.2672 0.04

---

No. 5
49
Properties=species:S:1:pos:R:3:mulliken_charge:R:1 method="wB97M-V/def2-TZVPD" total_charge=+1 orbital_gap_ev=7.67 energy_ev=-73264.56380
C 0.9696 2.8612 3.1068 -0.91
C 1.7432 1.8151 2.2815 -0.59
N 0.8573 1.3822 1.1809 0.57
C 1.5585 0.6133 0.1673 -2.49
O 2.0057 1.4943 -0.8751 -0.50
S 0.9347 2.0549 -1.9016 1.42
O 1.6257 2.4368 -3.0556 -0.76
O 0.1428 3.1180 -1.3671 -0.65
C -0.1084 0.6727 -2.3290 -1.64
C -0.4536 -0.0949 -1.0449 0.60
C -1.6177 -1.0420 -1.2906 -0.92
C -2.8489 -0.2799 -1.7956 -1.29
C -3.3455 0.6646 -0.7151 -0.17
Cl -2.9092 2.3951 -1.0778 -0.18
C 0.7784 -0.6686 -0.2921 3.86
C 0.2539 -1.2496 1.0656 -2.43
C -0.1475 -2.7229 1.3171 0.02
C -1.3719 -2.7376 2.2508 -1.47
Cl -0.5150 -3.8473 -0.0154 -0.15
C 1.6397 -1.6246 -1.1033 0.33
F 0.9407 -2.2523 -2.0610 -0.28
F 2.1536 -2.5855 -0.3190 -0.34
C 2.8883 -1.1124 -1.8523 -0.06
F 3.8222 -0.6646 -1.0157 -0.27
F 2.6225 -0.2478 -2.8297 -0.23
H 1.1902 3.8615 2.7632 0.35
H 1.1514 2.7549 4.1644 0.38
H -0.0924 2.7134 2.9016 -0.05
H 2.5983 2.3444 1.8722 0.39
H 2.0369 0.9796 2.9016 0.41
H 0.4930 2.2487 0.7977 0.16
H 2.4507 0.2281 0.6428 1.05
H 0.3125 0.0786 -3.1278 0.23
H -0.9809 1.1613 -2.7323 0.92
H -0.8627 0.6591 -0.3701 -0.48
H -1.9453 -1.4753 -0.3560 0.02
H -1.4425 -1.8595 -1.9758 0.51
H -2.7094 0.1892 -2.7619 0.56
H -3.6144 -1.0320 -1.9468 0.55
H -2.9472 0.3154 0.2305 0.21
H -4.4173 0.5907 -0.6201 0.48
H -0.5778 -0.6269 1.3470 0.45
H 1.0189 -1.0326 1.8009 0.71
H 0.6253 -3.1959 1.8990 0.65
H -2.2483 -2.6184 1.6200 0.35
H -1.4447 -3.6596 2.8067 0.40
H -1.3609 -1.8728 2.9023 0.35
H 3.3147 -1.9964 -2.3204 0.39
Ag -2.1671 2.8663 1.1320 0.56

---

Number 1: LUMO level 0.706 eV, strongest force on any atom 1.1 eV/Å. Number 2: LUMO level 0.754 eV, strongest force on any atom 0.7 eV/Å. Number 3: LUMO level -3.778 eV, strongest force on any atom 4.8 eV/Å. Number 4: LUMO level -3.703 eV, strongest force on any atom 2.2 eV/Å. Number 5: LUMO level -5.424 eV, strongest force on any atom 2.2 eV/Å.